98
Properties=species:S:1:pos:R:3:forces:R:3 method="wB97M-V/def2-TZVPD" de_lowest_kj_mol=0.00 charge=+4 spin_multiplicity=3
W 0.125 -0.829 0.289 -0.5 -0.1 0.3
F 2.700 6.000 0.961 0.0 0.0 0.0
C 2.660 4.703 0.868 0.0 -0.1 0.0
C 3.837 3.959 0.900 -0.1 0.0 0.0
F 4.991 4.559 1.011 0.0 0.0 0.0
C 3.776 2.571 0.801 -0.1 0.0 0.0
F 4.901 1.877 0.795 0.0 0.1 0.0
C 2.559 1.906 0.692 0.0 0.1 0.0
P 2.475 0.135 0.446 -0.1 -0.3 0.1
C 3.623 -0.714 1.519 0.1 0.0 0.0
C 3.725 -0.287 2.849 -0.1 0.0 0.0
C 4.582 -0.938 3.720 0.0 0.0 0.0
C 5.343 -2.012 3.273 0.0 0.0 0.0
C 5.253 -2.434 1.952 0.0 0.0 0.1
C 4.396 -1.792 1.073 0.0 0.0 -0.1
C 2.724 -0.207 -1.297 0.1 0.1 -0.1
C 1.549 -0.358 -2.052 -0.3 0.0 0.0
C 1.587 -0.697 -3.396 0.1 -0.1 0.0
C 2.827 -0.886 -3.999 -0.1 0.0 -0.1
C 3.999 -0.740 -3.266 0.1 0.0 0.0
C 3.957 -0.402 -1.919 -0.1 0.0 0.1
C 1.407 2.679 0.647 0.1 0.1 0.0
Br -0.291 1.841 0.421 0.1 0.1 -0.1
C 1.427 4.053 0.733 0.1 0.0 0.0
F 0.312 4.754 0.694 0.0 0.0 0.0
H 3.160 0.567 3.201 0.0 0.0 0.0
H 4.677 -0.594 4.741 0.0 0.0 0.0
H 6.029 -2.505 3.950 0.0 0.0 0.0
H 5.874 -3.245 1.597 0.0 0.0 0.0
H 4.388 -2.110 0.038 -0.1 0.0 0.0
H 0.529 -0.108 -1.667 0.3 0.2 -0.2
H 0.678 -0.795 -3.973 0.0 0.0 0.0
H 2.884 -1.135 -5.051 0.0 0.0 0.0
H 4.955 -0.889 -3.750 0.0 0.0 0.0
H 4.879 -0.291 -1.363 0.0 0.0 0.0
C -3.420 -0.177 3.202 0.0 0.0 -0.1
N -2.352 -0.580 2.249 0.1 0.1 -0.1
P -2.308 -0.421 0.592 0.2 -0.1 0.0
C -3.469 0.707 -0.119 -0.3 -0.1 0.1
C -4.798 0.602 0.334 0.0 0.0 0.1
C -5.791 1.348 -0.273 0.0 0.0 0.0
C -5.479 2.184 -1.339 0.0 0.0 0.0
C -4.175 2.259 -1.816 0.0 0.0 0.0
C -3.171 1.520 -1.218 0.1 0.0 -0.1
C -2.285 -1.993 -0.259 -0.1 -0.1 0.1
C -2.787 -3.193 0.274 0.0 0.1 0.0
C -2.794 -4.331 -0.506 0.0 0.0 0.0
C -2.251 -4.305 -1.795 0.0 -0.1 0.0
C -1.740 -3.132 -2.330 0.0 0.0 0.0
C -1.786 -1.964 -1.578 0.1 0.1 0.0
P -0.736 -0.939 2.701 0.2 0.0 -0.1
C -0.173 0.166 3.988 -0.1 -0.2 0.2
C 0.604 1.305 3.791 0.0 0.1 -0.1
C 0.953 2.113 4.859 0.0 0.0 0.0
C 0.520 1.798 6.141 0.0 0.0 0.0
C -0.244 0.657 6.357 0.0 0.1 0.0
C -0.579 -0.163 5.293 0.0 0.0 0.0
C -0.690 -2.557 3.456 -0.1 0.0 0.2
C 0.559 -3.026 3.880 0.0 0.0 0.0
C 0.654 -4.264 4.489 0.0 0.0 0.0
C -0.491 -5.030 4.693 0.0 0.0 0.0
C -1.733 -4.558 4.292 0.0 0.0 0.0
C -1.837 -3.320 3.671 0.0 0.0 0.0
H -4.204 -0.931 3.248 0.0 0.0 0.0
H -3.834 0.785 2.909 0.0 0.0 0.0
H -2.968 -0.065 4.185 0.0 0.0 0.0
H -5.071 -0.067 1.139 0.0 0.0 0.0
H -6.811 1.271 0.077 0.0 0.0 0.0
H -6.258 2.771 -1.808 0.0 0.0 0.0
H -3.943 2.896 -2.659 0.0 0.0 0.0
H -2.170 1.586 -1.631 0.0 0.0 0.1
H -3.200 -3.212 1.274 0.0 0.0 0.0
H -3.233 -5.246 -0.128 0.0 0.0 0.0
H -2.266 -5.207 -2.394 0.0 0.0 0.0
H -1.370 -3.116 -3.347 0.0 0.0 0.0
H -1.558 -1.014 -2.060 0.0 0.0 0.0
H 0.966 1.565 2.811 0.0 0.0 -0.1
H 1.565 2.992 4.698 0.0 0.0 0.0
H 0.782 2.434 6.976 0.0 0.0 0.0
H -0.570 0.404 7.357 0.0 0.0 0.0
H -1.151 -1.062 5.489 0.0 0.0 0.0
H 1.452 -2.420 3.749 0.0 0.0 0.0
H 1.616 -4.627 4.827 0.0 0.0 0.0
H -0.415 -5.989 5.189 0.0 0.0 0.0
H -2.623 -5.142 4.488 0.0 0.0 0.0
H -2.814 -2.943 3.396 0.0 0.0 0.0
N 4.490 -4.633 -2.195 -0.1 0.0 0.0
C 3.541 -4.651 -1.549 0.1 0.0 0.0
C 2.382 -4.510 -0.715 -0.1 0.1 0.0
C 1.799 -5.550 0.005 0.0 0.1 0.0
C 0.698 -5.237 0.786 0.0 0.0 0.0
C 0.245 -3.935 0.849 0.0 0.1 0.0
N 0.811 -2.912 0.166 0.1 -0.1 -0.1
C 1.857 -3.235 -0.622 0.0 0.0 -0.1
H 2.192 -6.557 -0.052 0.0 0.0 0.0
H 0.190 -5.997 1.363 0.0 0.0 0.0
H -0.591 -3.688 1.476 0.0 -0.1 0.0
H 2.295 -2.457 -1.219 0.0 0.0 0.0


75
Properties=species:S:1:pos:R:3:forces:R:3 method="wB97M-V/def2-TZVPD" de_lowest_kj_mol=157.12 charge=-1
Bi -0.465 0.260 -0.716 0.0 -0.2 -0.2
C 0.951 -0.345 3.834 -0.5 0.5 0.6
O 0.986 -0.076 2.485 0.2 1.2 -1.4
Si 1.078 1.567 2.167 -0.3 0.2 -0.6
C -0.327 2.550 3.031 0.1 -0.4 0.6
C 2.591 2.171 3.152 0.8 -1.5 -0.7
C 1.083 1.712 0.296 0.6 0.0 0.4
Si 0.550 3.404 -0.303 -0.7 0.4 -0.3
C 0.794 3.637 -2.200 -0.3 1.4 -0.7
C 1.356 4.958 0.512 -0.6 -0.9 2.0
C -1.330 3.707 0.003 0.4 1.2 0.9
Si 2.745 1.043 -0.412 -0.4 0.6 0.7
C 3.452 -0.242 0.810 -1.1 -1.6 0.2
C 4.055 2.511 -0.458 -1.4 -0.2 2.0
C 2.420 0.377 -2.181 4.1 1.0 -0.5
H 0.839 0.596 4.385 -0.3 -0.4 0.5
H 1.853 -0.803 4.176 0.8 -0.6 0.3
H 0.107 -0.979 3.982 -0.6 -0.6 0.7
H -0.209 2.423 4.121 0.0 -0.2 -0.2
H -1.370 2.277 2.812 0.5 0.0 -0.2
H -0.191 3.629 2.927 0.0 0.0 -0.4
H 2.523 1.642 4.117 0.4 0.1 -0.3
H 2.548 3.191 3.379 -0.3 1.8 0.3
H 3.600 2.015 2.684 -1.0 -0.1 0.5
H 1.796 3.584 -2.697 -0.6 0.0 0.8
H 0.389 4.683 -2.427 0.7 -1.0 0.4
H 0.135 3.044 -2.842 0.0 -0.4 0.3
H 2.427 4.795 0.638 0.1 0.2 0.0
H 0.924 5.233 1.561 0.7 -0.7 -1.8
H 1.186 5.814 -0.104 0.0 0.6 -0.6
H -2.068 3.171 -0.561 -0.2 -0.5 -0.5
H -1.500 4.794 -0.205 0.1 -0.6 0.0
H -1.625 3.591 1.073 0.4 -0.1 -0.8
H 3.754 0.122 1.810 -0.3 -0.1 -0.6
H 4.318 -0.670 0.357 1.2 -0.1 -0.5
H 2.846 -1.221 0.953 0.3 2.0 -0.2
H 4.214 3.014 0.542 -0.5 -0.7 -0.7
H 3.831 3.328 -1.103 -0.3 0.5 -0.9
H 5.004 2.131 -0.688 1.5 -0.7 -0.7
H 2.306 -0.694 -2.342 0.0 0.2 0.2
H 3.396 0.775 -2.780 -1.7 -1.2 1.2
H 1.714 0.924 -2.739 -1.5 0.6 -0.4
C -4.078 0.147 -2.870 0.4 0.1 1.6
N -3.202 -0.993 -2.571 -0.7 0.1 -1.1
C -2.288 -1.503 -3.425 1.1 -1.8 0.7
Se -1.431 -0.676 -4.787 -0.1 0.1 -0.3
N -1.972 -2.801 -2.946 -1.4 3.0 -0.9
C -2.718 -3.070 -1.843 -0.6 0.2 1.0
C -2.828 -4.188 -1.047 -1.0 0.0 1.4
C -3.744 -4.089 0.035 0.6 -0.2 -0.8
C -4.407 -2.896 0.345 -0.8 -0.5 0.2
C -4.300 -1.757 -0.468 0.5 -0.5 0.3
C -3.488 -1.911 -1.563 0.5 -0.6 -0.4
H -3.930 0.813 -2.030 -0.7 0.1 0.7
H -5.138 -0.099 -3.034 0.5 -0.3 0.2
H -3.724 0.784 -3.634 0.7 -0.1 -1.4
H -1.216 -3.315 -3.304 1.1 -0.6 -0.4
H -2.274 -5.116 -1.123 0.2 0.2 -0.5
H -3.894 -5.020 0.607 0.0 0.8 0.0
H -5.093 -2.934 1.202 0.4 0.4 -0.3
H -4.639 -0.752 -0.237 -0.5 -0.4 0.2
Cl -1.221 -2.329 1.669 0.1 -0.1 0.3
C -0.088 -3.333 0.823 0.4 -0.8 0.3
C 0.132 -4.652 1.244 -0.7 0.4 -0.5
C 0.755 -5.583 0.414 0.5 0.0 -0.1
C 1.310 -5.136 -0.788 -0.9 1.3 0.4
C 1.181 -3.821 -1.109 -0.3 1.8 -0.5
Cl 1.741 -3.305 -2.734 -0.1 -0.3 0.6
C 0.510 -2.780 -0.335 0.2 -0.9 -0.3
N 0.476 -1.556 -0.775 -0.1 1.0 -0.4
H -0.316 -4.915 2.197 0.0 -0.3 -0.1
H 0.834 -6.632 0.622 0.0 -0.2 0.6
H 1.752 -5.643 -1.595 0.6 -1.6 -0.3
N -3.238 0.858 1.140 0.1 0.0 0.2
C -2.150 0.562 0.873 -0.3 0.1 0.0


21
Properties=species:S:1:pos:R:3:forces:R:3 method="wB97M-V/def2-TZVPD" de_lowest_kj_mol=96.83 charge=+1
C 1.249 1.696 1.851 0.2 -0.6 0.5
C 0.729 1.322 0.454 1.1 0.3 1.0
C -0.227 0.185 0.476 -1.2 0.1 -0.1
C -0.624 -0.552 1.495 0.6 0.3 0.7
N -0.869 -0.138 -0.833 1.4 0.2 -0.3
H 1.797 2.635 1.807 -0.2 0.1 0.1
H 1.957 0.955 2.230 0.2 -0.1 -0.3
H 0.503 1.685 2.644 -0.3 0.6 -0.3
H 1.646 1.065 -0.077 -0.3 0.0 -0.5
H 0.334 2.235 -0.005 -0.3 -0.4 -0.2
H -0.118 -0.490 2.450 -0.1 0.3 0.0
H -1.459 -1.223 1.504 -0.1 -0.4 -0.5
H -1.184 -1.110 -0.806 -0.7 -0.2 -0.2
H -1.565 0.495 -1.228 -0.2 0.0 0.5
H -0.068 -0.099 -1.498 -0.1 -0.2 -0.2
H 1.389 0.300 -3.325 0.0 0.0 0.0
H 2.332 0.018 -2.138 -0.2 0.0 -0.1
O 1.398 0.061 -2.389 0.3 0.0 -0.2
H -2.184 -3.451 -1.497 0.0 0.1 0.1
H -2.772 -2.924 -0.170 -0.1 -0.2 -0.1
O -2.263 -2.665 -0.944 0.2 0.2 0.0